CH6NPS2 | ωB97M-V/def2-TZVPD

```
! wB97M-V def2-TZVPD RIJCOSX def2/J DEFGRID3
* xyz 0 1
C -0.52975 0.67713 -2.15130
N 0.82653 -1.43641 1.45809
P 0.10558 0.07843 1.81898
S -1.82422 0.05628 2.11583
S 1.36988 1.48351 1.78207
H -0.32966 1.72971 -1.99687
H -1.57934 0.38677 -2.52427
H -0.20314 0.26735 -1.13343
H 1.75531 -1.31326 1.85140
H 0.30612 -2.21044 1.68139
H 0.10268 0.28093 -2.90190
*
```

- Relative energy (zero: lowest compared OMol25 entry of this formula, charge and spin): 9.9 kcal per mole
- Kohn-Sham gap: 8.970 eV
- Highest occupied orbital energy: -0.35165 Eh
- LUMO level: -0.02200 Ha

***

C5H4O2 | ωB97M-V/def2-TZVPD

```
! wB97M-V def2-TZVPD RIJCOSX def2/J DEFGRID3
* xyz 0 1
O 2.03517 1.48686 0.54297
C 1.12445 0.74231 0.27474
C 1.09547 -0.73288 0.23986
C -0.12649 -1.16610 -0.09491
C -1.16125 -0.07408 -0.19770
C -0.30547 1.19483 -0.14604
O -0.63478 2.33419 -0.33817
H 1.97134 -1.34860 0.40406
H -0.36343 -2.20348 -0.31088
H -1.81053 -0.05070 0.68784
H -1.82447 -0.18236 -1.06178
*
```

- Relative energy (zero: lowest compared OMol25 entry of this formula, charge and spin): 12.5 kcal per mole
- Kohn-Sham gap: 8.789 eV
- SMILES: O=C1C=CCC1=O
- Highest occupied orbital energy: -0.34632 Eh
- LUMO level: -0.02334 Ha

***

C25H39Cl9F16O2 | ωB97M-V/def2-TZVPD

```
! wB97M-V def2-TZVPD RIJCOSX def2/J DEFGRID3
* xyz 0 1
F -4.59507 0.86311 -2.82070
C -4.83747 -0.39760 -3.23285
F -3.92661 -0.71600 -4.15810
C -4.87432 -1.45051 -2.11451
F -3.70055 -1.29881 -1.38014
F -4.76413 -2.62243 -2.67970
C -6.13135 -1.12245 -1.09337
O -7.49903 -1.03906 -1.60899
C -8.09578 -2.25430 -2.13493
F -7.67895 -2.52981 -3.29302
F -7.74756 -3.33836 -1.37631
C -9.67388 -2.00777 -2.08949
F -9.90811 -0.81123 -2.73600
F -10.38314 -2.90024 -2.79320
H -5.83150 -0.26247 -3.65915
H -5.91400 -0.12511 -0.71104
H -6.10881 -1.76386 -0.21236
H -10.00162 -2.01617 -1.04997
F -1.47648 1.89402 3.01270
C -2.58766 1.32277 3.42819
F -3.34723 2.36557 3.91718
C -3.37917 0.43690 2.48436
F -4.34185 -0.16986 3.22643
F -2.58288 -0.57797 2.04333
C -4.04573 1.25392 1.34585
O -3.09403 1.77858 0.43037
C -3.48265 2.99871 -0.30883
F -4.49676 2.69333 -1.18976
F -3.90217 4.03721 0.44871
C -2.31106 3.48682 -1.12956
F -2.56160 4.55026 -1.86321
F -1.19824 3.72084 -0.42965
H -2.17066 0.71157 4.22859
H -4.62066 2.05280 1.81418
H -4.83503 0.66066 0.88414
H -1.97173 2.70419 -1.80813
Cl 2.62606 -3.42290 -6.41827
C 3.07505 -1.97464 -5.48837
Cl 1.98091 -0.56852 -6.03854
Cl 4.80064 -1.73658 -5.73726
H 2.82711 -2.18607 -4.44822
Cl 0.71578 -1.45149 4.19350
C 2.18105 -0.63116 4.85475
Cl 2.43379 0.93353 4.08255
Cl 3.67713 -1.64313 4.78525
H 1.91286 -0.41476 5.88884
Cl -1.63136 -5.07139 -1.71521
C -1.31360 -4.18460 -0.25392
Cl -0.39961 -5.20032 0.91081
Cl -2.84953 -3.52286 0.51225
H -0.71598 -3.30890 -0.50708
C -0.88288 -0.43368 -3.28308
C 0.29459 0.08893 -2.44392
C 0.34827 -0.54389 -1.09439
C 1.15064 0.27822 -0.10558
C 2.64478 0.17575 -0.41854
C 3.55939 0.97913 0.47405
H -1.79085 -0.01915 -2.84507
H -1.05435 -1.50948 -3.32000
H -0.61364 -0.17860 -4.30804
H 1.19510 -0.29221 -2.92550
H 0.21299 1.17486 -2.39702
H 0.75537 -1.55433 -1.05731
H -0.68279 -0.50039 -0.74349
H 0.85194 1.32584 -0.14282
H 0.84484 -0.10433 0.86819
H 2.84037 -0.89516 -0.36377
H 2.84741 0.44009 -1.45641
H 3.31307 2.04082 0.48973
H 3.41147 0.56026 1.46942
H 4.57995 0.81983 0.12594
C 6.59737 3.89613 1.13430
C 6.08359 2.89900 2.17635
C 6.92963 1.63560 2.19449
C 6.50536 0.73050 3.30614
C 7.32032 -0.57624 3.41723
C 6.95357 -1.67202 2.45925
H 6.51405 3.32312 0.21082
H 7.61954 4.25615 1.25122
H 5.90075 4.72300 0.99609
H 6.04387 3.32734 3.17787
H 5.09945 2.63997 1.78587
H 7.92315 2.01587 2.43198
H 6.91085 1.05975 1.26921
H 6.64895 1.13966 4.30618
H 5.49284 0.38931 3.09057
H 8.35745 -0.28591 3.24942
H 7.34120 -1.05429 4.39659
H 7.48783 -2.57213 2.76334
H 5.88345 -1.87418 2.41364
H 7.31867 -1.59660 1.43499
*
```

- Relative energy (zero: lowest compared OMol25 entry of this formula, charge and spin): 0.0 kcal per mole
- Kohn-Sham gap: 10.971 eV
- SMILES: FC(F)C(F)(F)COC(F)(F)C(F)F.FC(F)C(F)(F)COC(F)(F)C(F)F.ClC(Cl)Cl.ClC(Cl)Cl.ClC(Cl)Cl.CCCCCC.CCCCCC
- Highest occupied orbital energy: -0.39142 Eh
- LUMO level: 0.01177 Ha